No. 1
# C14H23GeN3O6Pd

A molecular structure, C14H23GeN3O6Pd (the ωB97M-V functional and the def2-TZVPD basis, the Open Molecules 2025 dataset).

Properties
* gap between HOMO and LUMO: 9.10 eV
* energy above the lowest of the compared OMol25 structures with the same formula, charge and spin: 0.073 eV
* E: -91642.906 eV
* HOMO level: -9.01 eV
* spin multiplicity: 1

Geometry as XYZ:
```
48
Properties=species:S:1:pos:R:3:forces:R:3:nbo_charge:R:1
Pd -0.0791 -0.0219 -0.4514 0.032 -0.201 -0.053 0.823
O -1.6274 -1.1849 -5.8866 0.114 0.023 -0.193 -0.672
C -0.5757 -0.3955 -5.8895 0.003 -0.060 -0.028 0.782
O -0.0579 0.0209 -6.8979 -0.017 0.029 0.008 -0.599
C -0.0115 -0.0173 -4.5589 -0.033 -0.039 0.029 -0.249
C 1.1009 0.7822 -4.4122 0.043 -0.002 0.034 0.032
N 1.3348 0.9063 -3.0959 0.034 -0.023 -0.012 -0.302
N 0.4370 0.2256 -2.3808 -0.188 0.331 -0.080 -0.274
C -0.3939 -0.3447 -3.2434 0.109 -0.030 -0.034 0.067
C -1.4911 -1.2119 -2.6750 -0.095 -0.087 0.005 0.768
O -2.2744 -1.7348 -3.4767 -0.003 -0.080 0.133 -0.666
O -1.4973 -1.3277 -1.4153 0.142 -0.002 -0.079 -0.736
H -1.9027 -1.4521 -4.9529 -0.111 0.060 0.064 0.508
H 1.7223 1.2394 -5.1625 0.005 0.010 0.004 0.251
H 2.0686 1.4082 -2.6261 -0.027 0.029 0.007 0.428
O -0.2005 -1.1418 1.4316 0.316 -0.057 -0.174 -0.723
C 0.5840 -2.2564 1.3312 0.069 0.291 0.056 0.791
O 1.3541 -2.4115 0.4335 -0.108 -0.069 0.124 -0.542
C 0.3934 -3.1853 2.5094 -0.078 -0.137 0.018 -0.180
N -0.7061 -2.7038 3.3688 0.025 -0.005 0.062 -0.656
C -0.1932 -2.5656 4.7499 0.012 -0.029 0.025 -0.223
C 1.0621 -3.4310 4.7983 0.005 0.002 -0.004 -0.417
C 1.6474 -3.2243 3.4037 -0.003 0.013 0.002 -0.400
H 0.1815 -4.1738 2.0986 0.001 -0.011 0.023 0.233
H -1.4892 -3.3410 3.3371 -0.012 0.025 -0.015 0.389
H -0.7359 -1.2851 2.2531 -0.264 -0.043 0.055 0.537
H -0.9579 -2.8590 5.4668 -0.004 0.011 -0.001 0.212
H 0.0576 -1.5196 4.9404 0.006 0.002 -0.004 0.189
H 0.7925 -4.4791 4.9468 -0.002 -0.001 -0.005 0.205
H 1.7487 -3.1404 5.5919 -0.003 0.000 0.005 0.226
H 2.3419 -3.9991 3.0892 -0.005 0.000 -0.003 0.238
H 2.1720 -2.2675 3.3531 0.000 0.002 -0.003 0.213
C -0.0934 3.5706 -1.8908 -0.050 0.014 0.046 -1.088
Ge -0.2580 3.0165 -0.0155 0.179 0.105 0.190 1.558
C 0.2868 4.5415 1.1007 -0.085 -0.008 -0.038 -1.078
C -2.1188 2.5486 0.3847 0.014 0.061 -0.006 -1.090
C 0.9267 1.4923 0.3729 -0.114 -0.090 -0.082 -1.019
H -0.6066 4.5219 -2.0373 -0.002 0.002 0.018 0.236
H -0.5370 2.8435 -2.5701 0.009 -0.018 -0.012 0.230
H 0.9541 3.7189 -2.1600 -0.004 0.003 -0.018 0.216
H -0.3228 5.4196 0.8820 -0.001 -0.007 -0.003 0.228
H 1.3304 4.7954 0.9119 0.007 -0.005 0.010 0.227
H 0.1755 4.3053 2.1594 0.018 -0.010 0.002 0.227
H -2.7663 3.4140 0.2343 0.006 -0.003 -0.003 0.233
H -2.2174 2.2334 1.4246 0.001 -0.020 0.000 0.226
H -2.4732 1.7417 -0.2581 0.008 -0.013 0.003 0.239
H 0.9626 1.2470 1.4391 0.070 0.136 0.027 0.204
H 1.9523 1.6824 0.0438 -0.018 -0.098 -0.102 0.197
```
Positions in Å, forces in eV/Å.

No. 2
# C6H18NO2

3 unconnected molecules or ions with the total composition C6H18NO2 (the ωB97M-V functional and the def2-TZVPD basis, the Open Molecules 2025 dataset).

Properties
* gap between HOMO and LUMO: 10.48 eV
* energy above the lowest of the compared OMol25 structures with the same formula, charge and spin: 0.781 eV
* charge: +1
* E: -12091.890 eV
* HOMO level: -13.24 eV
* spin multiplicity: 1

Geometry as XYZ:
```
27
Properties=species:S:1:pos:R:3:forces:R:3:nbo_charge:R:1
C 2.3185 -0.0017 0.2327 -0.827 -0.910 -1.568 -0.664
C 1.5470 1.0568 -0.5829 0.084 -0.976 1.844 -0.010
C 0.6690 0.4718 -1.6614 -0.630 1.497 -2.487 -0.497
C -0.5668 -0.1947 -1.1893 -0.140 -1.241 0.461 -0.265
C -0.7264 -1.4958 -0.9554 0.796 -0.680 -0.235 -0.087
C -1.9515 -2.2379 -0.4462 1.199 1.321 -0.230 -0.644
N 0.5728 1.6918 0.5208 0.449 -0.683 -1.427 -0.724
H 2.9404 -0.5384 -0.4989 0.401 0.349 0.541 0.242
H 2.8376 0.4090 1.0802 0.670 0.352 0.020 0.218
H 1.6589 -0.7694 0.6456 -0.131 0.353 -0.274 0.255
H 2.3185 1.7415 -0.9558 -0.842 0.570 0.228 0.240
H 1.2343 0.0042 -2.4755 0.360 -0.907 0.852 0.266
H 0.2382 1.2358 -2.3694 0.576 0.343 1.041 0.238
H -1.3641 0.5043 -1.0124 -0.324 -0.262 -0.100 0.158
H 0.1714 -2.1122 -1.1772 -0.635 0.233 0.130 0.197
H -1.6435 -2.8380 0.4087 -0.218 -0.200 -0.071 0.227
H -2.3453 -2.8595 -1.2491 -0.234 -0.026 0.225 0.244
H -2.6282 -1.4558 -0.1084 -0.552 -0.379 -0.030 0.214
H 0.6516 2.7032 0.5132 -0.193 0.073 0.515 0.443
H 0.7420 1.2299 1.4142 0.489 0.515 0.242 0.449
H -0.4022 1.3948 0.3452 0.127 0.569 -0.204 0.472
H 0.7282 -2.2400 2.3421 -0.122 0.292 0.112 0.486
H 1.7588 -1.3127 2.9413 0.370 0.017 0.354 0.479
O 0.9124 -1.3011 2.4986 -0.448 -0.421 -0.047 -0.952
H -3.3189 2.1396 0.7141 -0.263 0.223 0.261 0.502
H -2.6452 1.3992 -0.4230 -0.423 0.003 -0.205 0.473
O -2.4814 1.7632 0.4463 0.463 -0.026 0.050 -0.962
```
Positions in Å, forces in eV/Å.

No. 3
# C2H7O2P

2 unconnected molecules or ions with the total composition C2H7O2P (the ωB97M-V functional and the def2-TZVPD basis, the Open Molecules 2025 dataset).

Properties
* gap between HOMO and LUMO: 10.78 eV
* energy above the lowest of the compared OMol25 structures with the same formula, charge and spin: 1.247 eV
* structure (SMILES): O=[PH2]O.C=C
* E: -15570.536 eV
* HOMO level: -9.96 eV
* spin multiplicity: 1

Geometry as XYZ:
```
12
Properties=species:S:1:pos:R:3:forces:R:3:nbo_charge:R:1
C -0.7326 -0.1443 2.2230 2.073 -0.761 0.540 -0.406
C 0.2720 -0.9512 1.7917 -0.212 2.848 -0.301 -0.370
O -0.5579 1.3312 -3.2057 -0.338 1.148 -0.770 -1.076
O -0.2139 0.2737 -0.8493 1.686 0.550 -2.269 -0.982
P 0.4302 0.6755 -2.3662 -1.539 -0.672 2.614 1.740
H -0.7025 0.8804 1.8964 -0.362 0.181 -0.425 0.196
H -1.0424 -0.1834 -1.0101 -0.382 -0.148 0.136 0.500
H -1.3201 -0.3049 3.1362 -0.062 -0.502 -0.730 0.198
H 0.5375 -1.8846 2.1777 -0.177 -1.469 0.700 0.184
H 1.0544 -0.5444 1.0955 -1.252 -0.442 0.471 0.197
H 1.5712 1.3798 -1.8677 -0.317 -0.515 -0.442 -0.083
H 0.7041 -0.5279 -3.0215 0.883 -0.219 0.476 -0.098
```
Positions in Å, forces in eV/Å.

No. 4
# C18H22FNO2S

A molecular structure, C18H22FNO2S (the ωB97M-V functional and the def2-TZVPD basis, the Open Molecules 2025 dataset).

Properties
* gap between HOMO and LUMO: 8.84 eV
* energy above the lowest of the compared OMol25 structures with the same formula, charge and spin: 15.725 eV
* E: -38145.789 eV
* HOMO level: -8.44 eV
* spin multiplicity: 1

Geometry as XYZ:
```
45
Properties=species:S:1:pos:R:3:forces:R:3:nbo_charge:R:1
C 2.1537 0.3185 -2.0928 -9.903 3.763 0.963 -0.592
H 1.5349 -0.5966 -2.1798 0.239 0.531 -0.469 0.227
H 3.0615 0.0864 -2.1914 7.386 -1.241 -1.156 0.181
H 1.9226 0.6792 -1.0594 0.611 -0.262 -0.400 0.167
C 1.4831 1.6564 -3.0551 6.165 -7.397 -3.420 -0.103
C 2.5194 2.7749 -2.9773 -8.096 1.358 1.901 -0.601
H 2.3088 3.5573 -3.6659 -0.717 0.983 -0.547 0.201
H 2.2625 3.1128 -1.9776 1.384 0.696 0.406 0.198
H 3.3901 2.4978 -3.2441 6.397 -2.384 -0.788 0.210
C 0.1033 1.8370 -2.7989 0.061 -1.955 -7.405 -0.491
H -0.1999 2.4168 -3.6278 -0.524 2.228 -0.416 0.232
H -0.1135 2.1440 -1.9659 -1.767 4.816 9.058 0.191
C -0.9310 0.8441 -3.0106 6.871 -10.197 -1.465 -0.171
N -1.0085 -0.3041 -1.8851 -0.495 8.504 -12.612 -0.505
C -0.9444 -1.4873 -1.9623 6.291 -12.325 -3.121 0.610
O -0.3125 -2.1487 -2.9681 -3.622 2.158 3.661 -0.710
C -1.0336 -2.1098 -0.5934 0.679 -7.256 -4.667 0.177
C -0.9291 -3.5431 -0.3800 -2.323 3.813 3.024 -0.218
C -1.5642 -3.8010 1.0390 3.732 3.186 -6.646 -0.263
C -1.6778 -2.5275 1.3771 -2.014 0.236 -1.365 0.261
O -1.6515 -1.5104 0.3530 -0.081 -1.125 4.388 -0.421
C -2.1086 -2.0743 2.5981 -6.697 3.336 1.454 -0.686
H -3.1382 -2.5851 3.0108 1.556 1.348 -1.659 0.251
H -2.2588 -0.9704 2.6238 -0.506 -0.553 -0.711 0.243
S -1.3152 -2.3794 3.9682 6.664 -0.555 4.247 0.291
C 0.4239 -1.5575 3.4038 0.179 -0.429 -3.572 -0.549
C 0.2898 0.0802 3.0308 1.702 -10.996 -3.860 0.010
C -0.3363 0.6419 3.9385 -1.184 9.203 2.416 -0.246
C -0.3308 2.1168 3.5471 -3.340 -3.897 5.197 0.414
C -0.1305 2.5968 2.3806 -0.018 2.969 -4.384 -0.339
C 0.2057 1.6192 1.3617 0.173 11.634 -3.949 -0.170
C 0.3992 0.4477 1.6566 3.635 -9.727 1.169 -0.269
H 0.8860 -0.3497 0.9766 -1.095 1.448 0.953 0.238
H 0.5280 2.1929 0.3886 -0.960 -1.838 1.387 0.209
H -0.3485 3.6932 2.0818 0.505 -2.050 0.774 0.240
F -0.9744 2.7476 4.5365 0.115 1.858 0.574 -0.335
H -0.6409 0.4907 4.9390 -0.099 -0.926 0.648 0.250
H 1.0018 -2.2188 2.4950 -2.306 1.737 1.884 0.217
H 1.2143 -1.6789 4.0889 0.331 -0.027 1.742 0.215
H -1.4298 -4.7403 1.4235 -0.252 -1.666 1.660 0.246
H -0.5416 -4.3357 -0.9141 0.819 -0.915 -1.603 0.227
H -1.1061 0.0864 -1.1479 -2.026 5.772 12.052 0.356
H -0.4832 0.0403 -3.9514 -1.547 2.454 2.396 0.240
H -1.7846 1.1773 -3.3218 -5.340 1.767 -0.968 0.191
H 1.6046 1.0622 -4.2480 -0.585 1.924 3.232 0.173
```
Positions in Å, forces in eV/Å.

No. 5
# C7H16N

A gas-phase ion, C7H16N (charge +1) (the ωB97M-V functional and the def2-TZVPD basis, the Open Molecules 2025 dataset).

Properties
* gap between HOMO and LUMO: 8.74 eV
* energy above the lowest of the compared OMol25 structures with the same formula, charge and spin: 3.252 eV
* structure (SMILES): C/C=C/CCCC[NH3+]
* charge: +1
* E: -8999.053 eV
* HOMO level: -12.47 eV
* spin multiplicity: 1

Geometry as XYZ:
```
24
Properties=species:S:1:pos:R:3:forces:R:3:nbo_charge:R:1
C 1.2645 -0.7080 -0.8250 -0.524 3.954 -1.335 -0.252
C 0.8417 -1.8769 -0.0892 -0.192 -2.445 1.088 -0.448
C -0.7363 -1.8661 0.0782 2.570 1.798 -3.189 -0.368
C -1.2625 -0.7288 0.8137 -0.289 3.526 -0.614 -0.433
C -1.4083 0.7003 0.1569 1.992 -3.348 5.314 -0.214
C -1.2136 1.6694 1.0018 2.485 1.979 0.730 -0.153
C -1.3531 3.1374 0.8138 -0.353 0.732 -6.709 -0.638
N 2.7386 -0.5650 -1.3653 -3.455 -2.648 -3.243 -0.671
H 0.5854 -0.3619 -1.6119 0.333 -1.369 -1.113 0.236
H 0.9933 0.2480 -0.3249 1.318 -0.445 0.913 0.263
H 1.1569 -2.8005 -0.6428 -0.370 0.534 0.533 0.222
H 1.3356 -1.9033 0.9189 -0.478 -0.092 -0.758 0.225
H -1.0445 -2.6175 0.6643 -0.642 -3.654 1.471 0.231
H -1.1878 -1.9110 -0.9367 0.184 -0.282 0.589 0.207
H -0.8175 -0.5755 1.7762 0.820 -0.077 0.506 0.208
H -2.2436 -0.9506 1.1000 -1.818 -0.605 0.210 0.231
H -1.8146 0.7508 -0.7220 -2.419 0.569 -5.061 0.188
H -0.6258 1.3918 1.8938 -0.744 0.210 -0.003 0.184
H -1.7306 3.5831 1.6307 -1.267 1.698 2.911 0.220
H -0.4764 3.8050 0.3959 -1.077 -1.810 1.197 0.232
H -2.1535 3.3550 -0.1157 1.765 -0.638 2.515 0.204
H 3.3203 -0.4281 -0.6287 2.494 1.515 2.593 0.431
H 3.1132 -1.4325 -1.8208 -0.800 0.380 0.548 0.439
H 2.7186 0.0849 -2.1611 0.468 0.518 0.907 0.456
```
Positions in Å, forces in eV/Å.

No. 6
# C4H9NO

A single C4H9NO molecule (the ωB97M-V functional and the def2-TZVPD basis, the Open Molecules 2025 dataset).

Properties
* gap between HOMO and LUMO: 10.39 eV
* energy above the lowest of the compared OMol25 structures with the same formula, charge and spin: 0.692 eV
* structure (SMILES): CCNC(C)=O
* E: -7831.628 eV
* HOMO level: -9.53 eV
* spin multiplicity: 1

Geometry as XYZ:
```
15
Properties=species:S:1:pos:R:3:forces:R:3:nbo_charge:R:1
C 1.7668 0.6585 -0.7245 -1.122 -1.268 -0.233 -0.719
C 1.0744 -0.0748 0.4261 -0.150 0.574 -1.370 0.687
N -0.2883 -0.1664 0.3718 0.266 0.570 0.325 -0.641
C -1.1700 0.1878 -0.7527 0.203 -1.409 1.649 -0.214
C -2.6075 -0.1377 -0.3211 -0.100 0.413 -1.860 -0.622
O 1.7147 -0.5360 1.3320 0.422 -0.275 1.103 -0.611
H 1.8569 1.7012 -0.4438 0.507 0.086 -0.074 0.237
H 1.1534 0.5795 -1.6242 0.013 0.297 -0.018 0.206
H 2.6647 0.0907 -0.9440 0.473 0.594 0.240 0.240
H -0.6819 -0.2794 1.2906 -0.315 -0.326 -0.013 0.397
H -1.0486 1.2350 -1.0177 -0.112 -0.040 -0.392 0.195
H -0.8850 -0.5301 -1.5268 -0.147 0.632 -0.462 0.196
H -3.1509 -0.2166 -1.2765 -0.250 0.279 0.361 0.216
H -2.7438 -1.1225 0.1130 0.355 0.046 0.458 0.220
H -3.0527 0.6697 0.2529 -0.043 -0.173 0.285 0.213
```
Positions in Å, forces in eV/Å.

No. 7
# C5H14N3

A gas-phase ion, C5H14N3 (charge +1) (the ωB97M-V functional and the def2-TZVPD basis, the Open Molecules 2025 dataset).

Properties
* gap between HOMO and LUMO: 8.34 eV
* energy above the lowest of the compared OMol25 structures with the same formula, charge and spin: 2.299 eV
* structure (SMILES): [H]/N=C\NCC[C@H](C)[NH3+]
* charge: +1
* E: -9874.867 eV
* HOMO level: -12.04 eV
* spin multiplicity: 1

Geometry as XYZ:
```
22
Properties=species:S:1:pos:R:3:forces:R:3:nbo_charge:R:1
C 1.5767 -1.4034 -1.8549 1.109 -0.765 0.095 -0.668
C 0.3260 -0.6971 -1.4356 -0.137 0.319 1.094 -0.042
C 0.4837 -0.0905 -0.0429 -0.404 0.655 0.317 -0.433
C -0.8498 0.3534 0.6399 1.813 0.486 -0.749 -0.209
N -1.3739 0.8589 4.1849 -1.784 -0.755 1.444 -0.674
C -1.4996 0.3390 3.0582 1.862 1.361 -0.134 0.283
N -0.5806 0.6381 2.0257 -1.822 -2.349 -0.662 -0.644
N 0.0611 0.4878 -2.3851 0.676 0.048 0.364 -0.683
H 1.7631 -2.2442 -1.1831 -0.560 -0.325 -0.259 0.270
H 2.5181 -0.8743 -1.6582 -0.420 0.755 -0.179 0.239
H 1.6238 -1.7453 -2.8877 -0.288 -0.129 -0.001 0.239
H -0.5735 -1.3101 -1.4173 0.065 -0.172 -0.529 0.230
H 1.1943 0.7373 -0.1724 0.016 0.015 0.479 0.196
H 0.8673 -0.7587 0.7235 0.563 -0.455 -0.535 0.266
H -1.4618 -0.5296 0.4961 -0.847 0.339 0.335 0.211
H -1.1776 1.2745 0.1359 -0.824 -0.366 -0.124 0.161
H -0.7038 1.5482 4.4810 0.479 0.061 -0.724 0.362
H -2.2787 -0.3921 2.8595 0.068 -0.055 -0.205 0.178
H -0.0683 1.4480 2.1867 0.956 1.522 0.386 0.383
H -0.3258 1.2834 -1.8732 -0.419 -0.155 -0.080 0.443
H -0.5109 0.2718 -3.2024 0.060 -0.014 0.032 0.452
H 0.9902 0.8049 -2.6786 -0.162 -0.023 -0.364 0.442
```
Positions in Å, forces in eV/Å.

No. 8
# C9H11Cl2NO2

A single C9H11Cl2NO2 molecule (the ωB97M-V functional and the def2-TZVPD basis, the Open Molecules 2025 dataset).

Properties
* gap between HOMO and LUMO: 8.56 eV
* energy above the lowest of the compared OMol25 structures with the same formula, charge and spin: 3.643 eV
* structure (SMILES): CCC[C@@]1(Cl)C=CC=C(Cl)[C@H]1[N+](=O)[O-]
* E: -40136.420 eV
* HOMO level: -9.16 eV
* spin multiplicity: 1

Geometry as XYZ:
```
25
Properties=species:S:1:pos:R:3:forces:R:3:nbo_charge:R:1
C 1.7129 -1.8157 -1.5095 1.673 -1.466 -0.141 -0.191
C 2.8489 -1.2277 -0.7791 -0.580 1.326 1.022 -0.189
C 0.4759 -1.7196 -1.1250 -2.659 1.056 -0.534 -0.222
C 2.6425 -0.2012 0.1170 2.447 -2.496 -1.314 -0.041
C 1.3768 0.3486 0.4880 -4.459 -1.497 -0.408 -0.179
C 0.0423 -0.8812 -0.0122 3.256 2.181 2.453 0.086
C -3.2758 1.1776 0.7620 4.398 0.094 -1.044 -0.601
C -1.2243 -0.1601 -0.1865 -0.869 0.783 1.107 -0.507
C -1.7436 0.6686 0.9690 -0.400 1.969 2.044 -0.390
N 1.0844 1.5753 -0.3500 0.235 0.132 -0.417 0.514
O 0.8745 2.5967 0.2630 -0.078 0.197 -0.176 -0.353
O 1.0735 1.4604 -1.5754 0.077 0.002 1.273 -0.385
Cl 3.9673 0.5646 0.9606 0.093 -0.193 -0.220 0.015
Cl 0.0171 -1.9351 1.4384 -0.125 -0.248 0.291 -0.045
H 1.8981 -2.5949 -2.2491 0.396 0.593 -0.239 0.227
H 3.8316 -1.6686 -1.0012 -0.386 0.664 0.335 0.241
H -0.4200 -2.0622 -1.6822 0.993 -0.512 0.186 0.229
H 1.1908 0.5841 1.5895 0.416 -0.246 -1.759 0.280
H -3.1747 1.5252 -0.2767 -1.086 0.139 0.268 0.202
H -3.2995 2.0035 1.4434 -0.897 0.398 0.251 0.218
H -3.9645 0.3919 0.9176 -0.854 -0.576 0.099 0.207
H -1.0843 0.5131 -1.0018 -0.295 0.152 -1.129 0.240
H -2.0142 -0.8762 -0.3279 -0.306 -0.536 -0.835 0.228
H -1.7336 0.1078 1.9161 0.158 -0.071 -0.345 0.208
H -1.1022 1.6250 1.2121 -1.149 -1.845 -0.770 0.210
```
Positions in Å, forces in eV/Å.

- The highest E belongs to which entry?
  C4H9NO